The following is a quantum chemistry calculation of C5HF9HoNOS5 as an isolated structure, from the Open Molecules 2025 dataset.

```
! wB97M-V def2-TZVPD RIJCOSX def2/J DEFGRID3
* xyz -2 5
Ho -0.968 1.059 -2.101
S -3.690 -0.220 -1.607
S -3.543 -2.176 -2.138
S -1.808 -2.883 -3.023
S -0.252 -1.621 -3.361
S 3.692 3.014 -3.035
C 2.250 2.409 -2.746
N 1.114 1.933 -2.518
F -0.425 -0.374 3.384
C -0.851 0.075 2.176
F -2.025 -0.570 1.945
F -1.171 1.382 2.370
C 0.166 -0.129 1.072
O -0.265 0.323 -0.133
C 0.480 -1.611 1.069
F 0.911 -2.067 2.272
F -0.594 -2.382 0.755
F 1.457 -1.946 0.185
C 1.430 0.560 1.542
F 1.866 0.113 2.747
F 2.478 0.388 0.694
F 1.281 1.904 1.689
H -1.534 2.819 -1.240
*
```

Computed properties:
LUMO (alpha / beta) in eV: 4.55 / 4.55
<S²>: 6.005
DFT total energy in a.u.: -4159.0740
Strongest force on any atom in Eh/bohr: 0.145